Entry 1
DFT (ωB97M-V with the def2-TZVPD basis set) results for a cluster of 2 separate species, C5H14NO in total.

CARTESIAN COORDINATES (ANGSTROEM)
1 O -2.111 -1.619 1.692
2 N -0.908 -0.148 -2.838
3 C 2.418 0.259 0.699
4 C -0.083 0.840 0.724
5 C -0.160 0.730 -0.746
6 C -1.129 0.175 -1.413
7 C 1.103 0.159 1.439
8 H -2.029 -0.208 -0.957
9 H -0.814 -1.166 -2.890
10 H 3.232 -0.232 1.232
11 H 0.784 -0.851 1.658
12 H 2.323 -0.148 -0.305
13 H 1.201 0.705 2.373
14 H -0.019 0.218 -3.191
15 H -0.075 1.910 0.979
16 H -0.999 0.550 1.239
17 H -1.605 0.123 -3.537
18 H -1.871 -2.369 2.253
19 H 0.769 0.990 -1.252
20 H -2.810 -1.205 2.208
21 H 2.781 1.288 0.631

E_HOMO   -14.208 eV
Total charge   +1



Entry 2
DFT (ωB97M-V with the def2-TZVPD basis set) results for a cluster of 2 separate species, C5H14NO in total.

CARTESIAN COORDINATES (ANGSTROEM)
1 O -0.924 -0.609 0.983
2 N 0.632 1.691 1.005
3 C -1.194 -2.510 -2.073
4 C 1.889 1.364 1.736
5 C -1.245 -0.901 -0.158
6 C 0.855 2.118 -0.401
7 C -0.356 -1.584 -1.155
8 H -2.226 -0.542 -0.516
9 H 0.394 -2.144 -0.591
10 H -0.014 0.865 1.033
11 H -1.847 -3.140 -1.477
12 H 1.420 3.048 -0.437
13 H 0.150 2.438 1.507
14 H 1.400 1.360 -0.958
15 H -1.711 -1.856 -2.773
16 H 1.624 1.235 2.781
17 H -0.488 -3.131 -2.623
18 H -0.122 2.255 -0.862
19 H 2.580 2.202 1.656
20 H 2.303 0.453 1.311
21 H 0.064 -0.783 -1.774

E_HOMO   -14.053 eV
Total charge   +1



Entry 3
DFT (ωB97M-V with the def2-TZVPD basis set) results for a cluster of 2 separate species, C5H14NO in total.

CARTESIAN COORDINATES (ANGSTROEM)
1 O 1.408 -0.097 0.566
2 N -0.086 1.037 -1.331
3 C 0.566 -0.878 1.481
4 C -0.512 0.012 2.122
5 C -0.009 -2.046 0.701
6 C -0.022 2.300 -1.273
7 C -0.459 0.278 -2.549
8 H 0.379 -0.371 -2.791
9 H -0.187 -2.889 1.363
10 H -1.329 -0.302 -2.253
11 H 0.268 0.501 -0.465
12 H 1.889 0.531 1.111
13 H -0.057 0.727 2.806
14 H -0.183 2.911 -2.154
15 H -1.229 -0.631 2.630
16 H -1.086 0.548 1.362
17 H 0.342 2.750 -0.357
18 H 0.682 -2.346 -0.090
19 H -0.938 -1.800 0.177
20 H 1.212 -1.231 2.285
21 H -0.649 0.996 -3.340

E_HOMO   -14.751 eV
Total charge   +1



Entry 4
DFT (ωB97M-V with the def2-TZVPD basis set) results for a cluster of 2 separate species, C5H14NO in total.

CARTESIAN COORDINATES (ANGSTROEM)
1 O -3.783 -1.052 2.547
2 N -0.218 -0.136 -3.043
3 C 0.112 -0.567 -0.716
4 C 1.702 1.757 0.913
5 C 0.607 -0.483 0.671
6 C 0.424 0.351 -1.667
7 C 1.989 0.227 0.947
8 H -4.314 -0.412 3.027
9 H 0.837 -1.474 1.101
10 H 0.677 2.007 1.184
11 H 2.378 -0.186 1.900
12 H 2.684 -0.079 0.192
13 H 0.281 -0.877 -3.515
14 H 1.253 1.048 -2.060
15 H -1.144 -0.563 -2.834
16 H -0.238 -0.110 1.303
17 H -3.071 -1.425 3.079
18 H -0.371 0.689 -3.625
19 H 1.789 2.182 -0.100
20 H -0.418 -1.452 -1.112
21 H 2.386 2.337 1.566

E_HOMO   -13.856 eV
Total charge   +1



Result of the stability comparison: entry 4 is the least stable of them.



Entry 1
DFT (ωB97M-V with the def2-TZVPD basis set) results for the molecule C11H17NOS.

CARTESIAN COORDINATES (ANGSTROEM)
1 S 3.519 0.226 0.739
2 O -3.001 0.160 -0.529
3 N 1.030 0.925 0.313
4 C -0.987 -0.748 -1.587
5 C -0.292 -0.654 1.668
6 C -1.089 0.086 -2.859
7 C -1.359 -0.828 0.884
8 C 2.471 -0.313 2.021
9 C 1.630 0.713 2.688
10 C 2.546 1.830 -1.357
11 C -2.393 -1.863 1.199
12 C 0.825 0.259 1.486
13 C 2.200 1.058 -0.138
14 C -1.607 -0.028 -0.372
15 H -3.385 -1.421 1.136
16 H 3.581 2.161 -1.316
17 H 1.215 0.440 3.649
18 H -3.133 0.715 -1.305
19 H -2.122 0.180 -3.190
20 H -0.208 -1.259 2.562
21 H 2.597 -1.309 2.400
22 H 1.885 2.688 -1.462
23 H 1.987 1.737 2.656
24 H -1.112 0.948 -0.270
25 H 0.062 -0.939 -1.358
26 H 2.423 1.191 -2.231
27 H -1.492 -1.706 -1.727
28 H -0.525 -0.381 -3.663
29 H -0.683 1.081 -2.686
30 H -2.341 -2.663 0.460
31 H -2.242 -2.287 2.188

E_HOMO   -7.775 eV
Total charge   0
SMILES   CC[C@@H](O)/C(C)=C\[C@@]12C[C@@H]1SC(C)=N2



Entry 2
DFT (ωB97M-V with the def2-TZVPD basis set) results for a cluster of 2 separate species, C11H17NOS in total.

CARTESIAN COORDINATES (ANGSTROEM)
1 S 2.975 -1.371 0.606
2 O 3.560 -0.188 -0.021
3 N 0.685 1.576 -0.207
4 C 0.764 1.647 -1.605
5 C -2.871 -1.766 0.311
6 C -0.130 0.743 0.413
7 C 1.585 -1.840 -0.683
8 C -1.569 -1.239 0.336
9 C -2.410 0.824 -0.428
10 C -1.326 0.068 0.048
11 C 1.908 -0.740 1.944
12 C 1.783 2.282 0.452
13 C -3.942 -1.069 -0.164
14 C -3.685 0.213 -0.527
15 H 1.237 -0.147 1.570
16 H 0.091 0.919 -2.132
17 H -2.210 1.888 -0.597
18 H -0.626 -1.708 0.579
19 H 1.484 -1.734 2.211
20 H 2.536 -0.296 2.600
21 H 0.542 2.645 -1.916
22 H -4.994 -1.452 -0.135
23 H 1.026 -2.410 -0.057
24 H 0.997 -0.967 -0.988
25 H 2.609 1.457 0.580
26 H 1.640 2.524 1.511
27 H 2.151 -2.298 -1.395
28 H 1.702 1.376 -1.975
29 H -3.003 -2.761 0.588
30 H 2.082 3.126 -0.074
31 H -4.591 0.698 -0.845

E_HOMO   -7.001 eV
Total charge   0



Result of the stability comparison: entry 2 is the least stable of them.